Density functional theory data (wB97M-V/def2-TZVPD) for a structure of composition C20H58O28P6S at a distorted geometry.

Structure (XYZ):
```
113
Properties=species:S:1:pos:R:3
C -18.36 -14.05 -9.15
O -19.54 -13.47 -8.60
P -19.39 -12.00 -7.96
O -19.08 -10.90 -8.91
O -20.71 -11.80 -7.01
C -22.01 -11.83 -7.63
O -18.08 -12.22 -6.92
C -18.01 -13.20 -5.90
H -18.23 -15.01 -8.66
H -17.47 -13.43 -9.00
H -18.45 -14.32 -10.20
H -21.93 -12.52 -8.47
H -22.27 -10.84 -7.99
H -22.70 -12.20 -6.87
H -18.70 -14.02 -6.09
H -18.31 -12.82 -4.93
H -16.98 -13.56 -5.89
C -20.47 -18.88 -6.73
O -19.32 -18.07 -6.54
P -19.18 -16.55 -6.98
O -19.83 -16.14 -8.24
O -17.56 -16.34 -7.13
C -16.83 -16.56 -8.32
O -19.65 -15.72 -5.66
C -19.17 -16.15 -4.39
H -20.22 -19.59 -7.51
H -21.36 -18.33 -7.05
H -20.64 -19.41 -5.79
H -16.30 -15.66 -8.62
H -17.48 -16.87 -9.14
H -16.10 -17.35 -8.09
H -20.01 -16.22 -3.70
H -18.44 -15.40 -4.10
H -18.76 -17.16 -4.39
C -15.70 -21.84 -6.80
O -16.03 -20.41 -6.86
P -15.94 -19.50 -5.47
O -16.08 -18.04 -5.75
O -14.49 -19.87 -4.75
C -13.24 -19.91 -5.45
O -17.09 -20.06 -4.51
C -17.10 -19.83 -3.09
H -16.23 -22.50 -7.50
H -16.00 -22.15 -5.80
H -14.65 -22.09 -6.96
H -12.93 -20.91 -5.75
H -12.55 -19.58 -4.68
H -13.22 -19.16 -6.23
H -16.91 -18.78 -2.88
H -16.39 -20.40 -2.48
H -18.01 -20.01 -2.53
C -15.20 -9.43 -5.71
O -14.86 -10.50 -4.79
P -15.37 -10.62 -3.24
O -15.12 -9.41 -2.42
O -16.94 -10.94 -3.36
C -17.49 -11.94 -4.20
O -14.75 -12.01 -2.63
C -13.39 -12.17 -2.33
H -15.83 -9.77 -6.54
H -14.29 -9.06 -6.19
H -15.59 -8.55 -5.20
H -16.73 -12.51 -4.73
H -18.16 -11.37 -4.85
H -18.16 -12.69 -3.78
H -12.97 -12.94 -2.97
H -13.26 -12.51 -1.30
H -12.84 -11.26 -2.59
C -12.27 -16.96 0.97
O -12.15 -16.49 -0.37
P -13.19 -17.09 -1.50
O -14.64 -16.96 -1.22
O -12.74 -16.31 -2.90
C -11.75 -16.72 -3.82
O -12.61 -18.59 -1.68
C -13.02 -19.49 -2.75
H -12.78 -17.92 1.07
H -12.80 -16.25 1.60
H -11.27 -17.06 1.41
H -12.30 -17.05 -4.70
H -11.17 -17.60 -3.55
H -11.09 -15.95 -4.24
H -14.03 -19.15 -3.00
H -13.19 -20.52 -2.46
H -12.41 -19.38 -3.65
C -17.32 -12.61 -1.70
O -16.03 -13.04 -1.35
P -15.60 -13.85 -0.05
O -16.13 -15.22 0.18
O -15.82 -12.78 1.21
C -15.29 -11.50 1.06
O -13.92 -13.79 -0.05
C -13.24 -14.62 -1.02
H -17.21 -11.57 -1.99
H -17.89 -12.56 -0.78
H -17.91 -13.26 -2.35
H -16.03 -10.73 1.25
H -15.06 -11.34 0.00
H -14.50 -11.34 1.79
H -12.53 -13.92 -1.45
H -13.93 -14.95 -1.79
H -12.72 -15.44 -0.53
C -15.65 -16.45 -5.36
C -15.39 -16.93 -3.96
O -15.68 -15.87 -3.12
S -15.73 -14.39 -4.00
O -14.76 -13.41 -3.45
O -17.10 -13.96 -4.33
O -15.08 -15.18 -5.31
H -16.70 -16.58 -5.60
H -14.98 -17.03 -5.99
H -14.36 -17.24 -3.78
H -16.03 -17.76 -3.66
```

The value obtained for the frontier orbital gap is 7.58 eV. The calculation puts the HOMO energy at -7.8 eV. The value obtained for the energy above the lowest of the compared OMol25 structures with the same formula, charge and spin is 29.1633 eV.

***

Density functional theory data (wB97M-V/def2-TZVPD) for a cluster of 9 separate species, C20H59NO17 in total at a distorted geometry.

Structure (XYZ):
```
97
Properties=species:S:1:pos:R:3
C 1.41 -7.66 -3.05
O 1.02 -6.38 -3.52
C -0.24 -6.01 -2.93
C -0.78 -4.65 -3.40
C 0.28 -3.57 -3.11
N -1.99 -4.36 -2.79
H 1.74 -7.58 -2.01
H 2.24 -7.94 -3.68
H 0.70 -8.48 -3.17
H -0.93 -6.84 -2.98
H 0.04 -5.90 -1.88
H -0.96 -4.71 -4.48
H 0.47 -3.67 -2.04
H 0.01 -2.60 -3.52
H 1.18 -3.81 -3.68
H -2.20 -3.41 -3.08
H -2.59 -5.02 -3.28
O -2.59 4.21 -1.37
C -1.49 3.82 -2.22
C -1.57 2.40 -2.83
O -2.63 2.38 -3.79
H -2.68 3.57 -0.66
H -1.28 4.58 -2.96
H -0.60 3.93 -1.60
H -1.87 1.74 -2.02
H -0.65 2.18 -3.37
H -2.23 2.60 -4.64
O -2.85 2.94 1.02
C -4.16 2.32 0.79
C -4.18 1.30 -0.36
O -4.62 2.00 -1.54
H -2.88 3.16 1.95
H -4.22 1.75 1.72
H -4.92 3.10 0.78
H -5.01 0.60 -0.37
H -3.22 0.89 -0.67
H -3.93 2.11 -2.20
O 2.60 0.81 2.32
C 3.73 0.07 1.87
C 3.53 -1.41 1.92
O 4.66 -2.11 1.44
H 2.92 1.51 2.88
H 4.00 0.34 0.85
H 4.49 0.39 2.58
H 2.67 -1.65 1.30
H 3.17 -1.76 2.88
H 5.32 -2.02 2.13
O 1.23 0.73 0.10
C -0.16 0.70 0.38
C -0.64 -0.67 0.01
O -0.65 -0.89 -1.36
H 1.67 0.76 0.95
H -0.32 0.99 1.42
H -0.66 1.44 -0.24
H -1.66 -0.88 0.34
H 0.02 -1.40 0.47
H 0.26 -0.83 -1.67
O -4.40 -2.52 2.61
C -4.84 -1.34 3.22
C -3.68 -0.47 3.71
O -4.06 0.71 4.41
H -4.87 -2.50 1.77
H -5.41 -0.76 2.49
H -5.46 -1.50 4.10
H -2.90 -0.28 2.97
H -3.10 -1.05 4.42
H -4.40 0.36 5.24
O 2.00 -0.96 -2.55
C 2.16 -0.12 -3.68
C 2.71 1.25 -3.16
O 1.81 1.97 -2.37
H 2.84 -1.41 -2.41
H 2.75 -0.58 -4.47
H 1.22 0.10 -4.19
H 3.06 1.80 -4.04
H 3.64 1.14 -2.61
H 1.51 1.44 -1.62
O -1.54 1.04 6.14
C -0.14 0.91 6.35
C 0.71 1.12 5.07
O 0.67 2.51 4.75
H -1.85 1.93 6.28
H 0.30 1.57 7.10
H -0.03 -0.09 6.76
H 0.31 0.59 4.21
H 1.68 0.63 5.16
H 1.48 2.92 5.06
O 4.01 4.82 1.08
C 4.10 3.57 0.38
C 4.43 3.80 -1.07
O 3.30 4.17 -1.86
H 3.26 5.26 0.66
H 4.87 2.90 0.76
H 3.14 3.05 0.38
H 4.78 2.88 -1.53
H 5.12 4.64 -1.09
H 2.81 3.36 -2.03
```

The value obtained for the frontier orbital gap is 9.14 eV. The calculation puts the HOMO energy at -9.1 eV. The value obtained for the energy above the lowest of the compared OMol25 structures with the same formula, charge and spin is 2.7643 eV.

***

Density functional theory data (wB97M-V/def2-TZVPD) for a cluster of 14 separate species, C20H60F6N24O16 in total at a distorted geometry.

Structure (XYZ):
```
126
Properties=species:S:1:pos:R:3
C 1.99 -0.87 -9.45
O 2.08 0.22 -8.43
O 1.17 -0.24 -10.45
C 3.48 -1.28 -9.61
F 4.04 -1.80 -8.48
F 3.58 -2.34 -10.47
F 4.26 -0.45 -10.13
C 1.65 -0.12 -7.11
C 1.90 1.16 -6.28
H 0.85 1.41 -6.14
H 2.44 1.08 -5.34
H 2.47 1.91 -6.83
H 2.28 -0.91 -6.71
H 0.60 -0.41 -7.10
H 1.56 -1.81 -9.12
C 0.08 -0.99 -0.77
O -0.70 -0.03 -0.15
O 0.91 -1.44 0.23
C -0.82 -1.83 -1.67
F -0.18 -2.87 -2.16
F -1.96 -2.19 -0.89
F -1.39 -1.24 -2.77
C -1.14 1.22 -0.76
C -2.21 1.73 0.25
H -2.50 2.73 -0.05
H -3.13 1.15 0.26
H -1.69 1.70 1.21
H -1.56 1.05 -1.74
H -0.36 1.95 -0.98
H 0.79 -0.51 -1.44
C 2.98 -6.96 2.04
O 2.61 -7.98 2.40
N 3.34 -6.66 0.87
N 2.63 -5.87 2.68
H 3.20 -5.67 0.68
H 3.38 -7.44 0.23
H 2.15 -5.94 3.56
H 2.86 -5.00 2.21
C -4.91 8.19 3.52
O -3.79 8.24 3.07
N -5.99 7.81 2.88
N -5.20 8.67 4.71
H -6.94 7.63 3.20
H -5.77 7.43 1.98
H -4.50 9.10 5.30
H -6.13 8.74 5.09
C -2.16 -1.88 4.54
O -2.87 -2.04 5.53
N -0.92 -2.14 4.53
N -2.57 -1.37 3.45
H -0.31 -2.32 5.31
H -0.42 -2.30 3.66
H -2.01 -0.92 2.74
H -3.55 -1.12 3.49
C 6.65 -1.73 -1.74
O 7.75 -1.71 -2.19
N 5.58 -1.67 -2.50
N 6.37 -2.04 -0.49
H 5.77 -1.22 -3.38
H 4.66 -1.69 -2.09
H 7.13 -2.37 0.10
H 5.43 -2.27 -0.19
C 5.25 3.93 0.09
O 6.34 3.98 -0.46
N 4.32 3.01 -0.11
N 4.67 4.88 0.88
H 4.86 2.24 -0.48
H 3.56 2.91 0.56
H 5.15 5.71 1.21
H 3.94 4.57 1.50
C 4.84 -0.48 5.98
O 3.78 -0.56 6.59
N 5.95 -0.31 6.63
N 4.94 -0.66 4.65
H 5.79 -0.49 7.61
H 6.86 -0.40 6.19
H 4.28 -1.05 3.99
H 5.73 -0.06 4.46
C 0.33 4.13 4.70
O 0.91 4.14 3.67
N -0.83 4.68 5.04
N 0.78 3.30 5.67
H -1.16 5.38 4.38
H -0.98 4.72 6.04
H 1.53 2.65 5.48
H 0.14 3.25 6.45
C -2.31 -8.06 1.45
O -1.84 -8.45 0.37
N -2.42 -6.80 1.80
N -2.78 -8.92 2.36
H -2.65 -6.71 2.78
H -1.94 -6.04 1.34
H -2.35 -9.82 2.18
H -3.05 -8.63 3.29
C -6.63 1.92 -2.80
O -6.92 2.37 -3.93
N -6.40 2.69 -1.81
N -6.78 0.68 -2.42
H -6.25 2.22 -0.93
H -6.34 3.67 -2.06
H -7.04 0.06 -3.17
H -6.37 0.46 -1.52
C 1.01 -8.76 -5.72
O 0.74 -8.19 -6.72
N 0.91 -8.41 -4.50
N 1.69 -9.81 -5.73
H 1.03 -8.98 -3.67
H 0.47 -7.50 -4.44
H 1.90 -10.39 -4.93
H 2.13 -10.05 -6.61
C -6.76 2.06 4.18
O -6.60 0.91 3.71
N -6.03 2.53 5.11
N -7.65 2.83 3.68
H -5.25 1.95 5.36
H -6.43 3.29 5.65
H -8.12 3.52 4.25
H -8.11 2.47 2.85
C 0.06 7.72 -1.92
O -0.76 7.94 -2.78
N 1.28 8.09 -2.02
N -0.17 7.07 -0.74
H 1.50 8.65 -2.83
H 1.96 7.50 -1.57
H 0.52 7.00 0.00
H -1.12 6.94 -0.41
```

The value obtained for the frontier orbital gap is 3.42 eV. The calculation puts the HOMO energy at -1.6 eV. The total charge is -2.

***

> Among the records above, which one has the highest frontier orbital gap?

C20H59NO17